[1]
{"formula": "C4H6N2", "method": "the ωB97M-V functional and the def2-TZVPD basis", "elements": ["H", "N", "C", "C", "C", "N", "C", "H", "H", "H", "H", "H"], "positions_angstrom": [[1.619, 1.967, -1.028], [1.963, 1.052, -0.719], [1.023, 0.518, -0.072], [-0.329, 0.667, 0.471], [-1.221, -0.273, -0.345], [-0.442, -1.444, 0.126], [0.551, -0.588, 0.764], [-0.671, 1.413, 1.179], [-1.176, -0.083, -1.427], [-2.270, -0.308, -0.038], [-0.078, -2.047, -0.605], [1.031, -0.875, 1.696]], "nbo_charge": [0.33, -0.58, 0.28, -0.32, -0.21, -0.59, -0.10, 0.23, 0.18, 0.20, 0.36, 0.21], "orbital_gap_ev": 9.8, "smiles": "[H]/N=C1\\[C@H]2CN[C@@H]12", "multiplicity": 1, "e_lumo_ev": 1.0, "relative_energy_kcal_mol": 76.0}

---

[2]
{"formula": "C11H11NO2", "method": "the ωB97M-V functional and the def2-TZVPD basis", "elements": ["C", "C", "C", "C", "C", "C", "C", "C", "C", "C", "C", "N", "O", "O", "H", "H", "H", "H", "H", "H", "H", "H", "H", "H", "H"], "positions_angstrom": [[-3.463, 0.458, -0.109], [-2.785, 1.713, -0.259], [-2.781, -0.693, 0.043], [-1.442, 1.785, -0.207], [-0.609, -1.845, 0.039], [-1.341, -0.714, 0.068], [-0.660, 0.606, 0.038], [0.634, 0.536, 0.299], [0.892, -1.864, -0.009], [1.486, -0.604, 0.625], [2.907, -0.213, 0.094], [2.112, 1.925, 0.033], [3.125, 1.093, 0.552], [2.994, -0.324, -1.280], [-4.543, 0.457, -0.133], [-3.380, 2.602, -0.404], [-3.293, -1.641, 0.135], [-0.912, 2.722, -0.300], [-1.104, -2.803, -0.032], [1.278, -2.746, 0.503], [1.212, -1.933, -1.058], [1.566, -0.708, 1.715], [3.698, -0.832, 0.529], [1.923, 2.608, 0.769], [2.484, 0.414, -1.649]], "nbo_charge": [-0.23, -0.21, -0.16, -0.17, -0.13, -0.07, -0.21, 0.29, -0.43, -0.38, 0.39, -0.36, -0.39, -0.71, 0.21, 0.22, 0.21, 0.22, 0.21, 0.23, 0.24, 0.23, 0.18, 0.35, 0.49], "orbital_gap_ev": 7.3, "multiplicity": 1, "e_lumo_ev": -0.3, "relative_energy_kcal_mol": 139.3}

---

[3]
{"formula": "C20H16O5S", "method": "the ωB97M-V functional and the def2-TZVPD basis", "elements": ["C", "C", "C", "C", "C", "C", "C", "S", "O", "O", "O", "C", "C", "C", "C", "C", "C", "C", "O", "O", "C", "C", "C", "C", "C", "C", "H", "H", "H", "H", "H", "H", "H", "H", "H", "H", "H", "H", "H", "H", "H", "H"], "positions_angstrom": [[2.888, -1.039, 0.457], [2.022, -2.001, 1.192], [1.913, -3.327, 0.774], [1.083, -4.223, 1.421], [0.334, -3.820, 2.517], [0.431, -2.510, 2.952], [1.264, -1.627, 2.293], [1.252, 0.041, 2.924], [0.611, 0.053, 4.205], [2.509, 0.702, 2.812], [0.300, 0.786, 1.824], [-1.036, 0.545, 1.680], [-1.881, 0.314, 2.758], [-3.239, 0.148, 2.552], [-3.777, 0.231, 1.278], [-2.945, 0.474, 0.202], [-1.575, 0.615, 0.387], [-0.676, 0.824, -0.779], [0.354, 0.230, -0.966], [-1.197, 1.730, -1.618], [-0.496, 2.122, -2.756], [0.853, 2.439, -2.719], [1.477, 2.867, -3.878], [0.763, 2.985, -5.058], [-0.588, 2.678, -5.082], [-1.222, 2.244, -3.933], [3.639, -1.566, -0.126], [3.363, -0.344, 1.142], [2.264, -0.460, -0.223], [2.491, -3.652, -0.078], [1.019, -5.243, 1.071], [-0.314, -4.516, 3.025], [-0.120, -2.155, 3.807], [-1.460, 0.277, 3.750], [-3.883, -0.036, 3.399], [-4.839, 0.113, 1.126], [-3.346, 0.544, -0.798], [1.405, 2.352, -1.796], [2.528, 3.111, -3.854], [1.256, 3.320, -5.957], [-1.150, 2.773, -5.999], [-2.273, 1.999, -3.932]], "nbo_charge": [-0.67, 0.02, -0.20, -0.17, -0.23, -0.19, -0.30, 2.38, -0.93, -0.90, -0.70, 0.39, -0.29, -0.17, -0.23, -0.15, -0.22, 0.79, -0.58, -0.51, 0.35, -0.26, -0.20, -0.22, -0.20, -0.27, 0.21, 0.25, 0.27, 0.22, 0.22, 0.22, 0.24, 0.26, 0.22, 0.22, 0.23, 0.24, 0.22, 0.22, 0.22, 0.22], "orbital_gap_ev": 9.8, "smiles": "Cc1ccccc1S(=O)(=O)Oc1ccccc1C(=O)Oc1ccccc1", "multiplicity": 1, "e_lumo_ev": 0.5}

---

[4]
{"formula": "C46H53Cl2N4OPS4W", "method": "the ωB97M-V functional and the def2-TZVPD basis", "elements": ["W", "C", "C", "C", "N", "C", "C", "C", "C", "C", "C", "C", "N", "C", "C", "C", "N", "C", "C", "C", "C", "C", "C", "C", "N", "C", "C", "H", "H", "H", "H", "H", "H", "H", "H", "H", "H", "H", "H", "H", "H", "H", "H", "H", "H", "H", "H", "H", "H", "H", "H", "H", "H", "Cl", "C", "C", "C", "C", "C", "Cl", "C", "S", "H", "H", "H", "S", "P", "S", "C", "C", "C", "C", "C", "C", "C", "C", "C", "C", "C", "C", "H", "H", "H", "H", "H", "H", "H", "H", "H", "H", "C", "C", "C", "S", "O", "C", "C", "C", "H", "H", "H", "H", "H", "H", "H", "H", "H", "H", "H", "H", "H", "H"], "positions_angstrom": [[0.242, -0.535, 0.277], [-1.517, -1.454, 3.892], [-2.290, -0.158, 3.664], [-2.046, 0.506, 2.299], [-0.627, 0.528, 1.886], [0.193, 1.219, 2.700], [-0.289, 2.128, 3.659], [0.351, 2.755, 4.709], [1.665, 2.620, 5.142], [2.681, 1.976, 4.467], [2.645, 1.372, 3.221], [1.565, 1.060, 2.393], [1.750, 0.477, 1.198], [3.073, 0.566, 0.596], [3.836, -0.700, 0.854], [3.224, -1.793, 0.033], [1.775, -1.955, 0.283], [1.334, -3.249, 0.205], [2.062, -4.214, -0.484], [1.912, -5.593, -0.567], [1.061, -6.405, 0.145], [0.066, -5.975, 1.016], [-0.393, -4.699, 1.270], [0.067, -3.441, 0.828], [-0.606, -2.306, 1.072], [-1.968, -2.474, 1.600], [-2.101, -2.621, 3.113], [-1.514, -1.699, 4.955], [-0.473, -1.321, 3.611], [-2.048, 0.538, 4.465], [-3.365, -0.349, 3.736], [-2.426, 1.525, 2.303], [-2.594, 0.012, 1.525], [-1.331, 2.384, 3.552], [-0.279, 3.409, 5.301], [1.923, 3.096, 6.081], [3.653, 1.978, 4.946], [3.608, 1.028, 2.874], [3.579, 1.455, 0.964], [2.939, 0.708, -0.476], [3.796, -0.966, 1.913], [4.885, -0.582, 0.574], [3.714, -2.728, 0.284], [3.395, -1.592, -1.024], [2.861, -3.821, -1.097], [2.591, -6.090, -1.251], [1.173, -7.474, 0.014], [-0.475, -6.758, 1.535], [-1.237, -4.674, 1.939], [-2.418, -3.333, 1.104], [-2.532, -1.635, 1.261], [-1.633, -3.542, 3.469], [-3.172, -2.712, 3.321], [2.564, -0.019, -3.204], [2.252, -1.698, -3.480], [3.096, -2.334, -4.373], [2.885, -3.664, -4.701], [1.830, -4.357, -4.138], [0.989, -3.714, -3.249], [-0.335, -4.654, -2.619], [1.173, -2.363, -2.876], [-0.116, -1.682, -1.893], [3.901, -1.771, -4.828], [3.534, -4.154, -5.416], [1.643, -5.394, -4.390], [-1.699, 3.463, 0.684], [-0.050, 3.312, -0.335], [0.376, 1.418, -1.185], [0.000, 4.363, -1.803], [0.051, 3.908, -3.120], [0.093, 4.825, -4.165], [0.076, 6.185, -3.902], [0.018, 6.642, -2.590], [-0.018, 5.738, -1.543], [1.422, 3.800, 0.599], [2.691, 3.614, 0.042], [3.816, 4.072, 0.712], [3.679, 4.730, 1.933], [2.418, 4.937, 2.475], [1.286, 4.475, 1.809], [0.063, 2.850, -3.340], [0.142, 4.472, -5.187], [0.106, 6.895, -4.720], [0.003, 7.705, -2.384], [-0.063, 6.099, -0.521], [2.794, 3.133, -0.927], [4.799, 3.937, 0.277], [4.557, 5.103, 2.447], [2.313, 5.476, 3.409], [0.294, 4.647, 2.213], [-5.026, -1.362, 0.132], [-5.282, -0.095, -0.670], [-4.176, 0.958, -0.649], [-2.512, 0.710, -1.251], [-1.837, -0.395, -0.364], [-2.689, -0.006, -2.882], [-3.224, -1.429, -3.030], [-2.830, -1.977, -4.402], [-5.907, -2.005, 0.118], [-4.810, -1.126, 1.181], [-4.190, -1.927, -0.277], [-6.154, 0.419, -0.257], [-5.541, -0.344, -1.695], [-3.994, 1.346, 0.357], [-4.461, 1.826, -1.258], [-1.663, 0.051, -3.250], [-3.283, 0.738, -3.429], [-4.305, -1.449, -2.926], [-2.800, -2.062, -2.249], [-3.158, -1.314, -5.207], [-3.282, -2.954, -4.571], [-1.743, -2.089, -4.478]], "mulliken_charge": [0.31, -0.72, -1.02, -0.47, 0.92, 0.12, -0.10, -0.63, -0.80, -0.88, -0.10, 0.99, 0.78, -1.16, -1.27, -0.88, 0.06, 0.87, -0.05, -0.66, -0.74, -1.00, -0.80, 1.38, 0.31, -0.46, -0.98, 0.40, 0.26, 0.45, 0.60, 0.71, -1.40, 0.46, 0.47, 0.46, 0.43, 0.46, 0.59, 0.08, 0.36, 0.48, 0.97, 0.08, 0.36, 0.46, 0.41, 0.43, 0.22, 1.19, -1.28, 0.51, 0.55, -0.10, 0.80, -0.60, -0.75, -0.80, 0.03, -0.12, -0.34, -0.07, 0.53, 0.46, 0.55, -0.49, 1.40, -0.39, 0.89, -0.33, -0.90, -0.48, -0.76, -0.66, 0.40, -0.70, -0.65, -0.68, -0.65, -0.42, 0.37, 0.45, 0.41, 0.42, 0.41, 0.49, 0.51, 0.46, 0.50, 0.52, -0.59, -0.74, -0.75, 0.92, -0.54, -1.30, 0.51, -1.43, 0.50, 0.10, -0.03, 0.50, 0.20, 0.39, 0.64, 0.22, 0.92, 0.35, -0.27, 0.39, 0.42, 0.17], "charge": 2, "orbital_gap_ev": [5.5, 5.5], "multiplicity": 1, "e_lumo_ev": [-7.2, -7.2], "relative_energy_kcal_mol": 0.0}